Entry 1:
137
Properties=species:S:1:pos:R:3:forces:R:3 method="wB97M-V/def2-TZVPD" homo_lumo_gap_ev=8.96 molar_mass_g_mol=911.04 e_tot_ev=-91740.520
P 1.496247 -1.333353 -2.926886 -0.2 0.5 -4.4
O -3.890067 6.067822 -1.122449 0.3 -0.3 0.4
O 3.053582 -0.673395 -3.131687 -1.7 -1.0 1.3
O -1.759226 12.352581 -4.242002 0.5 -0.2 0.2
O 1.684644 -2.987149 -2.982243 1.3 2.1 1.1
O -6.582335 -6.539838 -2.315279 0.6 0.2 0.4
O -4.469252 -5.791591 -2.409787 -0.2 -0.2 0.3
O -4.420776 5.229800 0.911102 0.5 0.1 -0.5
O 0.593254 4.707673 -1.157979 0.3 0.5 -0.1
O -1.215803 0.835965 -2.582099 0.0 -2.0 1.0
O -2.268939 5.351296 0.282593 -0.6 0.3 0.3
O -5.244737 -6.721275 -0.498819 -0.6 -0.1 -0.9
O -3.210745 -2.842904 1.449632 1.6 -0.9 -1.1
O 0.442273 12.303235 -3.721445 -0.4 -0.1 0.0
O 1.941279 6.510987 -1.379287 -0.3 -0.4 -0.2
O 0.493950 5.947287 -3.024993 0.4 -0.1 0.6
O -0.853063 10.531771 -3.250703 0.1 0.6 -0.3
N 0.697539 -0.920311 -4.250923 0.6 0.0 1.8
N 0.869036 -2.346192 0.543385 -0.5 -1.0 -1.0
N -1.514753 -1.567732 -2.306634 -0.9 0.2 0.9
N -2.148979 -4.938814 1.516188 -1.9 0.6 -0.2
C -1.392156 -2.063939 -0.893418 -1.3 0.6 0.2
C 5.495346 -2.335880 2.580188 -0.3 0.0 0.3
C 2.539474 0.830718 -0.462111 0.6 -0.7 -0.2
C -2.495702 -3.666114 0.885214 -0.3 0.2 0.6
C -3.561361 5.595042 -0.077913 -0.5 0.3 -0.5
C -0.871700 -0.259390 -2.209133 1.5 -1.4 -1.5
C 0.390931 0.135426 1.857407 0.0 1.5 0.9
C -6.456130 -5.793053 -3.529304 -0.5 -0.1 -0.8
C 0.001025 -1.506138 -0.275829 -1.7 1.6 1.4
C -0.573134 4.296928 -1.875593 -0.4 -0.6 0.0
C -2.429534 -4.918121 2.974385 0.6 0.1 0.6
C -7.243117 -6.438013 -4.647049 -0.3 -0.3 0.2
C 2.251864 1.002079 4.203852 0.6 -0.8 1.1
C -4.968956 -5.804299 -3.746407 0.3 0.4 -0.4
C 1.091919 5.789893 -1.812800 0.4 0.2 0.2
C -3.137133 -5.924562 0.921407 0.2 -1.0 -0.1
C -0.181533 0.295676 3.356059 0.3 -0.1 -0.9
C 0.503529 10.124848 -3.046859 0.3 -0.7 0.7
C 3.548826 -6.474192 1.947807 0.5 -0.9 0.5
C -5.417922 -6.383704 -1.631519 -0.2 -0.3 0.6
C 4.627501 -0.006254 3.557156 -0.9 -1.0 0.8
C -1.928703 -3.493463 -0.584195 -0.7 -0.6 -0.4
C -0.269505 4.760038 -3.270267 -0.8 -0.2 -0.6
C 0.622058 9.204962 -1.854213 -0.4 0.0 0.1
C 1.153159 0.808600 -1.230700 1.3 0.1 0.6
C 5.668791 -4.957763 2.422439 0.1 -0.4 0.9
C -1.499397 5.064481 -4.093754 0.1 0.4 -0.2
C 0.931077 0.172014 4.469608 -0.8 0.6 0.0
C -0.622242 -0.523418 0.863336 0.7 -0.1 0.4
C 4.282556 -1.311304 2.685688 0.8 0.7 -0.7
C -0.815845 11.783527 -3.783836 -0.6 0.2 -0.2
C 4.884628 -6.292361 2.783610 -0.4 0.7 0.0
C -2.282166 5.056537 1.678710 0.5 -0.2 0.2
C 3.515891 0.146938 4.701106 0.6 0.5 -0.4
C 1.344817 -3.621171 -0.011863 1.8 -1.1 0.6
C -3.661177 4.489796 1.871017 -0.2 -0.1 0.9
C 0.542027 -0.645109 -1.483751 -0.3 2.2 0.7
C 2.938957 -3.516545 -0.196483 -0.7 -0.2 0.6
C 1.198440 11.445280 -2.868959 0.5 0.1 -0.1
C 5.172101 -3.729184 3.307403 0.7 0.1 -1.1
C -4.213470 4.682847 3.264679 -0.4 0.1 0.0
H 2.610893 1.626264 0.332759 -0.2 -0.8 -0.9
H 1.272049 -0.326348 -4.852762 -0.4 -0.5 0.0
H 5.723171 -3.798689 4.283593 -0.7 0.1 -0.8
H 5.549452 -7.194757 2.679155 -0.7 0.9 0.0
H 1.661742 8.938652 -1.663677 -0.1 0.0 -0.1
H 3.339451 -4.258724 -0.941593 -0.3 0.8 0.6
H 5.625360 -0.150251 4.070107 -1.0 0.3 -0.8
H -4.609755 -6.711122 -4.241533 -0.2 0.0 0.0
H 3.151117 -7.501321 2.207066 0.2 1.1 -0.4
H 2.637798 -3.160550 -2.798493 -0.8 -0.3 0.0
H -2.163394 -5.935350 3.385278 -0.2 1.1 -0.4
H 3.945851 0.610334 5.641879 -0.4 -0.4 -1.1
H 4.625782 0.887505 2.878028 0.3 -0.7 0.8
H 3.383974 -3.768323 0.809219 -0.2 0.3 -1.1
H -1.192457 -2.201025 -3.041347 0.2 0.7 0.1
H -6.943382 -7.479518 -4.785928 0.1 0.1 0.0
H 3.359085 -1.832347 3.057396 0.9 0.5 -0.3
H 1.124747 -0.931394 4.637296 0.1 1.3 -0.3
H -5.234447 4.300828 3.325354 0.1 -0.1 0.0
H -8.307874 -6.447827 -4.405873 0.1 0.1 -0.1
H 3.228710 -0.903203 4.983344 0.1 1.1 -0.2
H -4.618458 -4.933452 -4.300468 0.1 0.0 0.2
H -3.703093 3.431761 1.591241 0.1 0.1 -0.1
H 3.412729 0.961927 -1.170771 -1.0 0.0 0.8
H -1.247988 0.298833 0.405964 0.5 -1.1 0.4
H 1.409615 -0.316527 1.949322 -1.0 0.0 -0.5
H 1.300050 1.292320 -2.240001 -0.4 -0.4 1.0
H 4.070037 -3.793425 3.518113 1.0 0.0 -0.3
H 4.572440 -6.209464 3.869895 0.5 -0.3 -1.1
H -2.652026 -6.917126 0.681868 -0.4 1.2 0.1
H -6.826769 -4.779981 -3.342086 0.1 0.0 0.0
H -1.496187 4.344654 1.932443 0.0 0.1 -0.2
H -3.956539 -6.164120 1.664898 0.9 0.5 -0.8
H 2.715687 -0.180322 0.019792 -0.2 1.2 -0.3
H 5.750243 -2.494304 1.487526 -0.4 -0.1 1.2
H -1.290517 -1.208377 1.473783 0.5 0.9 -0.8
H -2.113365 5.985904 2.230198 -0.1 -0.1 0.1
H 0.053215 8.290580 -2.023570 0.1 0.0 -0.1
H -1.762839 -4.143522 3.441226 -0.7 -0.7 -0.2
H 2.405584 1.314682 3.137762 -0.3 -0.4 0.9
H 2.258094 1.939784 4.836160 -0.3 -0.9 -0.9
H -2.202296 -1.420118 -0.424274 1.0 -0.9 -0.1
H 3.740772 -6.462358 0.840037 -0.2 0.2 1.0
H 1.138685 11.832074 -1.847271 -0.1 -0.2 0.0
H 0.558319 1.205846 1.515464 0.1 -1.3 0.3
H 2.243482 11.414706 -3.177636 -0.1 0.1 -0.1
H 3.223531 -2.449524 -0.407734 -0.2 -1.1 -0.1
H -3.503300 -4.707399 3.238963 1.0 -0.1 -0.4
H 0.483458 0.576711 5.430612 0.4 -0.7 -1.0
H 0.440912 1.465522 -0.660868 0.4 -0.9 -0.7
H 0.841676 9.612127 -3.953496 0.0 0.1 0.0
H -7.102145 -5.901329 -5.586964 0.0 0.0 0.1
H -3.643690 -5.536900 0.010425 0.8 -0.3 0.9
H 0.206146 9.671731 -0.957180 0.1 0.1 -0.1
H 5.612545 -4.758291 1.315732 -0.1 -0.1 1.1
H -1.214361 5.448643 -5.075770 0.0 -0.1 0.0
H -2.106964 5.838175 -3.617790 0.0 -0.1 0.1
H 0.400175 -2.559783 1.431098 0.1 0.4 -0.6
H -3.601275 4.164476 4.005039 0.0 0.0 -0.1
H 0.836013 -4.020339 -0.922887 0.4 0.8 0.7
H -0.683002 1.306834 3.386979 0.3 -1.1 0.3
H -0.934880 -0.526287 3.500368 0.5 0.9 0.1
H -2.110020 4.170329 -4.231117 0.1 0.0 0.1
H -1.441457 4.790370 -1.431851 0.3 -0.1 -0.5
H -4.259461 5.743374 3.523517 0.1 0.0 -0.1
H 2.764301 -5.729037 2.245642 0.8 -0.5 -0.4
H 4.057656 -0.958166 1.634398 0.1 -0.4 1.1
H -2.840865 -3.642302 -1.247587 1.0 0.3 0.7
H 1.210232 -4.412584 0.791273 -0.1 0.8 -1.0
H 2.861316 0.217630 -3.482151 0.3 -0.4 0.2
H 6.409552 -1.855420 3.033621 -0.9 -0.6 -0.4
H 6.759733 -5.105747 2.680398 -1.1 0.1 -0.5
H -0.707467 3.216015 -1.813626 0.2 0.1 0.0
H -1.255630 -4.357916 -0.812401 -0.4 0.9 0.3
H 0.373358 4.048756 -3.800329 0.0 0.0 0.1

=====

Entry 2:
166
Properties=species:S:1:pos:R:3:forces:R:3 method="wB97M-V/def2-TZVPD" homo_lumo_gap_ev=3.72 molar_mass_g_mol=1382.75 total_charge=+2 e_tot_ev=-148241.644
F 4.383862 -0.561578 -2.688248 0.1 1.0 -0.2
F 3.208181 -6.070274 -1.120536 0.8 -1.2 -2.5
F -2.706456 -5.137651 -2.032783 -1.8 -1.5 -2.7
F 0.210339 -0.888483 3.383671 -2.3 2.4 0.2
F 0.843151 -2.592072 4.733499 -1.1 -0.7 2.1
F 2.739360 -1.303831 -4.047394 -1.4 0.7 -1.7
F 0.356849 1.869307 2.125123 -0.1 -2.8 0.3
F 2.354192 -1.556282 3.437651 -0.1 0.3 0.0
F -4.986767 -0.398385 -1.820336 -1.2 -0.3 -0.1
F 3.604693 -2.609370 -2.515295 -1.2 -2.5 2.1
F 5.309775 -1.007182 2.043025 0.0 0.2 0.2
F -4.097535 0.472991 -3.851647 -1.6 1.4 -0.9
F -2.862875 -3.489257 -0.614795 -1.0 1.2 1.5
F 0.924157 2.971583 0.257043 0.8 0.3 -2.0
F 4.751081 -5.254880 0.429859 1.8 0.2 -0.7
F 3.031135 -6.503538 1.101723 0.1 -1.1 0.2
F 0.731600 -2.813065 2.504517 -0.7 -1.0 -1.1
F -3.814769 1.395581 -1.745622 0.6 4.4 1.8
F 3.889074 0.514812 1.119682 -0.9 0.3 -0.2
F 4.889638 -2.183020 -4.182909 0.6 -0.1 -2.1
F 1.171571 3.845059 2.376932 0.4 1.7 -0.1
F 5.734485 1.281492 2.289103 -0.3 0.2 0.6
F 2.636871 -4.493360 0.263781 -0.3 1.4 -0.1
F -2.245184 -5.664636 0.093369 -0.2 0.6 0.6
F -0.835949 3.483187 1.449557 -5.3 2.7 -0.8
F 6.004860 0.279037 0.342594 0.9 -0.1 -2.0
F -0.854250 -4.319042 -1.232299 0.1 0.2 0.8
F -2.856666 -0.455696 -2.473619 1.9 -1.3 1.3
O -3.890246 -1.047028 2.494489 -2.7 2.4 -2.3
O 1.733204 -4.280485 -4.650530 -2.0 2.3 0.5
O -0.693946 0.753658 -1.016155 0.6 -1.4 0.8
O -1.201830 1.302686 -6.275592 1.2 0.1 1.7
O 8.420180 -4.977194 -2.924423 0.6 -1.3 -1.9
N -1.407924 5.547860 -1.008493 1.0 1.9 2.8
N 3.108121 -2.527123 -6.447701 -0.6 -2.7 -1.9
N -2.880728 -3.072109 4.704002 -0.2 2.3 0.0
N -7.767780 0.414833 8.437313 1.1 -1.7 -0.4
N -4.924231 0.679320 1.066350 1.3 -0.2 1.8
N -1.443900 -0.189435 -4.565534 2.4 -0.2 -1.6
N 5.708025 -4.379986 -1.996746 1.7 -0.1 -0.6
N 1.013939 -0.285776 0.296448 -0.3 0.0 -1.1
N 0.913335 11.736431 1.206031 -0.3 1.7 -2.1
C 0.074600 10.351627 -0.529956 -0.2 -1.3 0.0
C -4.784549 -1.651541 6.126234 0.1 -0.1 0.1
C 6.533126 -2.339024 -1.045854 1.4 1.5 -0.7
C -4.113797 -3.599827 4.877506 0.5 1.4 -1.4
C -0.439647 8.005465 -0.182345 1.8 -1.2 -2.1
C -1.266156 7.291851 0.635981 -0.8 -1.0 0.3
C -1.899029 4.212119 -1.368981 -0.5 -0.2 0.4
C -5.128327 -2.863613 5.464893 1.1 -0.7 1.2
C 0.637512 9.446111 1.637264 -0.8 -0.9 -2.0
C 2.444253 -4.967285 -5.605034 -0.2 0.8 0.2
C 0.133678 9.229524 0.299846 0.7 2.1 2.1
C -0.434580 6.184223 -1.734331 -0.6 0.7 0.2
C -6.463004 0.564600 8.800312 0.1 -0.4 -1.6
C -4.682985 -0.772782 1.599037 1.3 -3.5 0.0
C -0.936304 1.133469 -5.108253 -2.2 0.6 -0.7
C 9.748022 -5.560183 -2.906253 -1.1 0.0 -0.1
C 8.238706 -3.911741 -2.059636 -0.2 -1.2 1.2
C -1.801235 6.085061 0.232039 1.4 -0.3 -1.8
C -5.394262 -1.891121 0.785213 -0.8 1.3 -0.3
C -3.526153 -1.117500 5.907992 0.9 -1.0 -0.4
C 1.237682 13.136860 1.666165 -0.3 -0.6 0.4
C 6.822042 -3.352269 -2.171474 0.3 -0.2 1.0
C 0.043919 7.496743 -1.441224 -2.2 -2.0 2.0
C -1.955758 -3.548700 3.695095 1.4 -1.7 -0.1
C 1.943363 -1.201206 -0.519654 -0.7 -0.4 -0.1
C 3.532511 -4.608918 -7.898852 1.1 0.7 0.2
C -1.448338 -1.089937 0.468040 1.5 -0.1 -1.0
C 1.240346 -4.952354 -3.479022 1.6 -2.5 0.2
C -3.695016 1.572129 1.278966 -0.7 -0.1 -0.8
C -2.555734 -1.839323 5.174718 -2.0 0.2 1.1
C -8.106938 -0.413193 7.372173 2.0 0.6 1.5
C -7.076785 -1.044051 6.679319 -1.8 0.6 1.0
C 2.596834 -3.989118 -6.883432 0.1 -1.3 1.6
C -0.455619 2.175770 -4.064813 1.0 -1.8 -1.6
C -8.873798 1.056833 9.189738 0.1 0.9 -1.5
C -5.375346 -0.066855 8.087299 -2.3 0.3 1.3
C -0.299944 -1.174890 -4.239922 -1.2 -0.2 0.2
C -0.436399 -0.134428 -0.235456 -0.4 1.0 0.9
C -5.713746 -0.884017 7.018786 -1.0 -0.8 -1.3
C 0.438019 11.556871 -0.054794 0.7 1.5 0.4
C 1.044992 10.697727 1.992859 -0.5 -0.6 1.7
B 1.028413 -1.958817 3.549470 3.2 -0.7 -1.3
B -2.206870 -4.688306 -0.895943 2.5 0.1 0.0
B -3.994679 0.335534 -2.476473 -0.2 -3.7 -1.5
B 5.238467 0.272694 1.462089 -0.1 -0.5 1.1
B 3.901168 -1.639705 -3.378675 1.4 0.9 1.2
B 0.409610 3.086806 1.512395 3.4 -1.6 2.0
B 3.450793 -5.617102 0.124815 -2.2 0.9 2.7
H -2.873260 1.218493 0.656255 0.0 -0.3 0.3
H -1.603470 -1.363823 4.991696 0.5 -0.6 -0.5
H -2.114735 -0.121356 -3.813566 -0.2 0.2 1.7
H -6.009743 -1.575511 -0.057207 0.2 0.9 0.0
H -4.687971 -2.543515 0.271768 0.7 -0.3 0.6
H 2.298975 13.170672 1.912359 -0.1 0.2 -0.1
H 0.376165 12.425494 -0.693600 0.0 0.2 0.2
H 7.030382 -2.387849 -0.077124 0.1 -1.4 0.1
H -2.513203 3.882584 -0.530951 -0.2 0.1 -0.4
H -2.206188 -4.542423 3.323736 -0.5 0.2 -0.2
H -1.005627 -3.700288 4.207323 0.4 0.4 -0.3
H 1.176231 -4.437215 -2.520577 -0.2 1.0 -0.7
H -0.109499 5.573583 -2.563691 0.2 0.3 -0.2
H -5.324389 0.748343 0.141572 0.5 -0.8 -1.3
H 5.502896 -2.104197 -0.778338 0.0 0.0 -0.7
H 5.856211 -5.304061 -2.376530 0.3 -0.3 -0.5
H -2.033699 -0.572334 -5.290529 0.0 -0.1 -0.7
H 3.426246 -4.126181 -8.870334 0.1 -0.2 -0.1
H 0.509755 -1.212322 -4.968674 -0.2 0.8 0.1
H -1.341717 2.654192 -3.647648 0.2 -0.1 0.0
H 1.543986 0.572857 0.339988 -0.1 1.3 -0.4
H 7.089070 -1.464611 -1.384152 -0.8 0.7 -0.1
H -0.963247 -2.066009 0.475575 0.1 -0.2 0.2
H -0.756178 -2.161923 -4.315460 0.0 0.0 0.6
H 0.238407 2.813665 -4.612103 -0.5 0.5 0.0
H 1.639442 -3.895990 -7.396111 -0.2 0.5 0.7
H -6.320347 1.295986 9.582051 0.3 -0.3 0.3
H 5.614415 -4.526761 -1.001856 -0.7 -0.3 1.1
H 1.350897 -2.039717 -0.885667 0.2 -0.3 0.4
H -3.265279 -0.139408 6.284385 0.1 0.0 0.1
H -2.403774 5.500255 0.911267 -0.1 -0.3 -0.4
H -3.998323 2.520753 0.836012 0.1 0.2 0.5
H 4.835524 -4.010019 -2.345977 -0.6 0.4 0.0
H -5.675032 1.063099 1.622325 -0.3 0.1 0.7
H 0.762911 8.040251 -2.036253 0.0 -0.3 -0.1
H -1.601972 -0.802596 1.508194 0.3 0.3 0.0
H 3.324885 -5.319060 -5.067598 1.1 0.2 -0.8
H 0.390739 -5.620784 -3.618590 -0.6 0.7 -0.5
H 4.555185 -4.471006 -7.547825 0.3 0.1 -0.1
H 10.047138 -5.719782 -1.870320 0.1 -0.3 0.0
H 0.965702 -0.457683 1.290544 0.0 -1.2 0.9
H 2.305022 -0.658529 -1.393042 -0.1 0.4 0.3
H 2.986253 -1.894274 -7.225345 0.0 0.2 -0.4
H 1.998510 -5.698113 -3.240023 0.4 -0.2 0.3
H 2.785892 -1.500196 0.103929 -0.3 0.0 0.1
H 0.941779 13.874378 0.920098 0.3 -0.4 -0.1
H -1.848025 -2.812204 2.898814 0.0 -0.2 0.1
H -2.369194 -1.282386 -0.082507 0.1 0.6 -0.2
H 6.861744 -2.964728 -3.189474 -1.2 0.3 0.2
H -2.470830 4.351458 -2.286443 0.0 -0.5 0.1
H -9.793842 0.499462 9.013823 0.3 -0.3 0.6
H 0.664172 8.698818 2.416521 0.1 -0.4 -0.3
H 0.188377 1.656262 -3.355250 -0.5 0.1 0.6
H -8.636610 1.300787 10.225280 0.0 -0.4 -0.2
H -6.145502 -2.426804 1.365556 0.6 -0.3 0.6
H 10.540895 -5.010803 -3.413826 -0.3 0.8 0.0
H -9.172519 -0.548011 7.259161 0.1 -0.2 -0.4
H -9.006200 1.954452 8.585703 -0.3 0.5 0.6
H -1.121011 3.448786 -1.378611 0.4 0.3 -0.4
H 4.102097 -2.619079 -6.293868 0.5 0.2 0.8
H -6.028790 -3.454347 5.546169 -0.5 0.6 0.2
H 8.360874 -4.374235 -1.080209 0.4 0.7 0.7
H -4.253653 -4.453204 4.230524 -0.3 -0.5 0.5
H 2.641284 -2.132571 -5.643648 -0.1 -0.1 1.2
H 3.461263 -5.691427 -8.004672 -0.6 0.1 0.1
H 0.030786 -0.935689 -3.229231 0.2 -0.3 -0.3
H -0.343537 10.268487 -1.522255 0.1 0.1 -0.1
H 1.280130 10.876399 3.031705 0.5 0.2 0.0
H -1.457331 7.649139 1.637077 -0.3 0.0 0.0
H -7.461535 -1.739441 5.948017 0.6 0.0 -0.4
H 9.651473 -6.478111 -3.486070 0.0 -0.2 0.4
H 9.012815 -3.186026 -2.309011 -0.3 0.7 0.6
H 0.624617 13.327563 2.547000 0.2 0.0 0.1
H -4.400170 -0.026077 8.549655 0.2 0.2 -0.3
H 1.961235 -5.904180 -5.882579 -0.4 0.0 -0.7
H -3.491684 1.589329 2.349694 0.2 0.1 -0.3